The following is a DFT calculation (ωB97M-V with the def2-TZVPD basis set) of 10 unconnected molecules or ions with the total composition C60H140O30 in a non-equilibrium geometry.

Bonds (Å) are listed after each position.
Cartesian coordinates (Å):
1 H 8.78172 -10.26612 1.71405  C190 1.090
2 H -5.64048 5.26981 -11.86067  C14 1.090
3 C -4.89882 -13.22178 4.43955  C62 1.503, O90 1.369, H107 1.090, H119 1.090
4 O -2.03535 12.47431 3.92749  C135 1.446, C208 1.442
5 H 12.04775 -9.13098 1.19283  C162 1.090
6 H -5.48446 4.66541 -8.10611  C227 1.090
7 H -2.81936 14.37960 3.68208  C135 1.090
8 H 3.02386 -12.76620 -1.61900  C220 1.090
9 H 10.05774 4.84331 -5.95443  C105 1.090
10 O -5.26090 -15.53426 3.86390  C62 1.396, C192 1.397
11 H -16.17286 1.59841 2.92655  C209 1.090
12 H 7.08032 12.54708 7.06672  C178 1.090
13 H 0.77941 14.27742 0.65164  C63 1.090
14 C -5.20691 4.99768 -10.89834  H2 1.090, H91 1.090, C116 1.543, O175 1.406
15 H 0.60268 2.90091 -7.02574  C29 1.090
16 H 10.95998 -7.16405 -0.87259  C207 1.090
17 C -3.91588 -10.20135 2.47218  H42 1.090, H96 1.090, O174 1.454, C202 1.515
18 H -17.03931 -1.94284 3.70996  C148 1.090
19 H 3.78787 9.53818 12.77198  C170 1.090
20 C -0.56715 2.70037 2.19252  O74 1.375, H180 1.090, H186 1.090, C197 1.541
21 H 4.43209 -13.89801 -4.55368  C172 1.090
22 C -10.43858 -1.49953 -2.95167  H131 1.090, H152 1.090, H171 1.090, O188 1.400
23 H -6.25398 0.71743 -3.81620  C79 1.090
24 H 3.68254 -14.77218 -0.42420  C214 1.090
25 H 9.88399 7.07120 -3.94913  C85 1.090
26 C 7.59592 5.87817 -2.85862  H32 1.090, O52 1.444, C65 1.558, H89 1.090
27 H -5.35862 -10.72702 3.74208  C202 1.090
28 C 1.21890 0.42217 0.82131  H93 1.090, H124 1.090, C193 1.511, O217 1.441
29 C 0.80554 3.25962 -8.03484  H15 1.090, H40 1.090, O100 1.438, H147 1.090
30 O 5.44553 8.87025 10.29849  C33 1.420, C41 1.425
31 H -2.47105 1.81481 -9.36181  C228 1.090
32 H 7.03621 6.57700 -3.48028  C26 1.090
33 C 6.73387 9.45790 10.19015  O30 1.420, C87 1.544, H144 1.090, H199 1.090
34 H -0.50297 2.22555 0.10891  C197 1.090
35 H 10.39923 5.70284 -1.85420  C117 1.090
36 H 1.53457 -1.56848 0.83950  C193 1.090
37 H -1.37142 10.22180 -1.70858  C115 1.090
38 O 0.90859 -1.04058 -1.10001  C161 1.391, C193 1.457
39 H -6.66370 -4.33197 -5.41924  C169 1.090
40 H 0.91218 4.34438 -8.03177  C29 1.090
41 C 4.37937 9.77336 10.02010  O30 1.425, H45 1.090, H104 1.090, C167 1.571
42 H -3.08156 -10.06113 3.15946  C17 1.090
43 H 4.36004 -18.79641 -0.18797  C98 1.090
44 C -11.57422 3.78505 2.79137  H103 1.090, H140 1.090, O154 1.409, H219 1.090
45 H 4.47784 10.04887 8.97010  C41 1.090
46 H -11.46011 1.82861 4.40620  C86 1.090
47 H 10.94918 6.34652 -6.03613  C105 1.090
48 H -4.16188 5.76011 -8.47707  C227 1.090
49 H 3.43968 11.05023 13.80849  C170 1.090
50 H 0.12589 10.22328 -0.74109  C115 1.090
51 H 5.09565 -17.05368 -1.63660  C196 1.090
52 O 8.65344 5.40750 -3.72264  C26 1.444, C85 1.443
53 C -6.00845 -1.31255 -4.59590  H61 1.090, O77 1.398, C79 1.552, H81 1.090
54 H 2.51193 10.69748 12.43520  C170 1.090
55 H 10.64124 7.41251 -1.78077  C117 1.090
56 H 3.35992 -17.71310 0.89050  C98 1.090
57 O 11.88150 -6.50670 0.80658  C165 1.427, C207 1.500
58 H 10.29227 -11.03018 1.21430  C190 1.090
59 H -3.04134 5.36598 -10.78515  C116 1.090
60 H 7.00681 7.24981 -1.15558  C65 1.090
61 H -4.97387 -1.29595 -4.93863  C53 1.090
62 C -5.76239 -14.23714 3.74567  C3 1.503, O10 1.396, H80 1.090, H189 1.090
63 C -0.12799 13.84968 0.22527  H13 1.090, O75 1.374, C111 1.561, H194 1.090
64 O 5.31993 -17.02456 0.28974  C98 1.459, C196 1.388
65 C 7.87498 6.88991 -1.70771  C26 1.558, H60 1.090, O66 1.430, H69 1.090
66 O 8.90504 6.44429 -0.82080  C65 1.430, C117 1.388
67 H 2.40516 -2.17904 -1.95363  C161 1.090
68 H -11.16604 -0.34136 -5.26394  C72 1.090
69 H 8.26975 7.86239 -2.00187  C65 1.090
70 H 5.02146 -13.19788 -2.95277  C172 1.090
71 H -1.95708 2.50268 -10.92355  C228 1.090
72 C -10.36015 0.18942 -4.75706  H68 1.090, H156 1.090, C181 1.517, O188 1.443
73 H -0.66279 14.67757 2.83158  C127 1.090
74 O 0.78488 2.93898 2.27378  C20 1.375, C168 1.379
75 O -0.94324 13.32846 1.20089  C63 1.374, C127 1.359
76 C -1.42896 3.52399 -9.06291  H97 1.090, O100 1.403, H225 1.090, C228 1.486
77 O -6.61457 -2.39641 -5.23835  C53 1.398, C169 1.386
78 H -5.00296 -16.01573 1.88753  C192 1.090
79 C -6.67904 0.08715 -4.59735  H23 1.090, C53 1.552, O118 1.418, H198 1.090
80 H -5.98179 -14.01073 2.70226  C62 1.090
81 H -5.94080 -1.77083 -3.60924  C53 1.090
82 H -3.53061 -15.44298 2.79555  C192 1.090
83 H 7.01711 11.09250 6.20547  C178 1.090
84 H 1.07874 -3.06772 -1.08911  C161 1.090
85 C 9.42610 6.29336 -4.56019  H25 1.090, O52 1.443, C105 1.519, H132 1.090
86 C -12.29721 2.49995 4.59767  H46 1.090, O154 1.435, H173 1.090, C184 1.557
87 C 7.25070 9.72642 8.76055  C33 1.544, H128 1.090, H139 1.090, O187 1.394
88 H -2.66075 10.53491 4.32640  C208 1.090
89 H 7.01023 4.98996 -2.62163  C26 1.090
90 O -4.12292 -12.37660 3.69271  C3 1.369, C202 1.471
91 H -5.61620 4.07539 -10.48608  C14 1.090
92 H -16.87192 -1.80122 5.44355  C148 1.090
93 H 1.74056 0.51628 1.77374  C28 1.090
94 H -5.61951 -11.62049 2.30456  C202 1.090
95 H 10.74896 6.65846 -0.26759  C117 1.090
96 H -3.56549 -10.47848 1.47794  C17 1.090
97 H -1.84324 3.71322 -8.07262  C76 1.090
98 C 4.35530 -18.06696 0.62195  H43 1.090, H56 1.090, O64 1.459, H101 1.090
99 H 8.47575 11.43028 6.85337  C178 1.090
100 O -0.25736 2.77612 -8.87342  C29 1.438, C76 1.403
101 H 4.76822 -18.46274 1.54983  C98 1.090
102 H 12.67634 -7.54763 -0.78877  C207 1.090
103 H -12.10192 3.14916 2.08054  C44 1.090
104 H 3.51089 9.14113 10.20486  C41 1.090
105 C 10.53387 5.61218 -5.34595  H9 1.090, H47 1.090, C85 1.519, O160 1.387
106 O 9.99784 -9.00643 0.91496  C162 1.433, C190 1.356
107 H -5.48455 -12.73387 5.21862  C3 1.090
108 O -14.86804 2.41849 4.59520  C184 1.407, C209 1.506
109 H -13.51300 1.79379 3.06690  C184 1.090
110 C 11.62126 -4.36463 -0.54333  H130 1.090, O149 1.422, H159 1.090, C165 1.548
111 C 0.36009 12.84682 -0.86736  C63 1.561, O120 1.452, H179 1.090, H203 1.090
112 H 1.87655 -14.65909 -3.71676  C155 1.090
113 C 12.48441 4.22687 -4.97436  H146 1.090, O160 1.459, H164 1.090, H213 1.090
114 H -4.68188 -6.97650 1.72558  C163 1.090
115 C -0.82761 10.72418 -0.90860  H37 1.090, H50 1.090, O120 1.396, H185 1.090
116 C -3.73442 4.53694 -10.92803  C14 1.543, H59 1.090, H125 1.090, O143 1.432
117 C 10.22780 6.57346 -1.22115  H35 1.090, H55 1.090, O66 1.388, H95 1.090
118 O -8.02268 0.13735 -4.14712  C79 1.418, C181 1.470
119 H -4.18106 -13.74538 5.07102  C3 1.090
120 O -0.78865 12.06657 -1.28989  C111 1.452, C115 1.396
121 H 4.96191 11.86006 10.21737  C167 1.090
122 H 10.35710 -10.00599 2.62078  C190 1.090
123 H -4.07735 -17.02106 3.02942  C192 1.090
124 H 1.52784 1.29813 0.25092  C28 1.090
125 H -3.50634 4.15034 -11.92131  C116 1.090
126 H 5.06754 -12.28223 -4.32118  C172 1.090
127 C -1.36582 14.21881 2.13631  H73 1.090, O75 1.359, C135 1.545, H216 1.090
128 H 8.34057 9.73953 8.75037  C87 1.090
129 H -1.88578 10.72067 2.82865  C208 1.090
130 H 10.66610 -3.98794 -0.17745  C110 1.090
131 H -10.67072 -1.69205 -1.90422  C22 1.090
132 H 8.75445 6.84404 -5.21878  C85 1.090
133 H 0.94260 4.09596 3.91267  C168 1.090
134 H 1.04694 2.44218 4.39751  C168 1.090
135 C -2.41488 13.57396 3.06934  O4 1.446, H7 1.090, C127 1.545, H142 1.090
136 H -5.50071 -3.87990 -4.25128  C169 1.090
137 H -17.45328 0.20573 4.08657  C211 1.090
138 O 4.47093 11.34807 12.12748  C167 1.402, C170 1.394
139 H 6.90901 8.95329 8.07235  C87 1.090
140 H -10.52417 3.61361 2.55449  C44 1.090
141 H -3.60713 11.26499 3.07281  C208 1.090
142 H -3.27687 13.30355 2.45946  C135 1.090
143 O -3.57949 3.50130 -9.95056  C116 1.432, C228 1.456
144 H 7.30474 8.67117 10.68336  C33 1.090
145 H 0.82191 -2.32218 -2.66237  C161 1.090
146 H 12.81812 4.60942 -5.93893  C113 1.090
147 H 1.82317 2.94553 -8.26696  C29 1.090
148 C -16.30827 -1.83462 4.51119  H18 1.090, H92 1.090, H151 1.090, O223 1.441
149 O 11.50992 -4.83256 -1.88140  C110 1.422, C166 1.360
150 H -16.71609 0.68557 5.65811  C211 1.090
151 H -15.62532 -2.68327 4.47285  C148 1.090
152 H -9.41524 -1.85614 -3.06880  C22 1.090
153 H 10.15152 -3.43852 -2.33814  C166 1.090
154 O -12.13511 3.82958 4.08284  C44 1.409, C86 1.435
155 C 2.22168 -14.52838 -2.69113  H112 1.090, H201 1.090, O204 1.434, C220 1.556
156 H -10.41030 1.26472 -4.92831  C72 1.090
157 H -13.57697 0.83540 4.45676  C184 1.090
158 H -5.25009 -3.55060 -6.09890  C169 1.090
159 H 12.27718 -3.49425 -0.52555  C110 1.090
160 O 11.45609 5.11226 -4.43801  C105 1.387, C113 1.459
161 C 1.34298 -2.21262 -1.71127  O38 1.391, H67 1.090, H84 1.090, H145 1.090
162 C 11.33087 -8.95167 0.39155  H5 1.090, O106 1.433, C207 1.563, H224 1.090
163 C -4.15496 -7.71333 2.33182  H114 1.090, O174 1.436, H195 1.090, H221 1.090
164 H 12.00447 3.25811 -5.11311  C113 1.090
165 C 12.49449 -5.31735 0.30961  O57 1.427, C110 1.548, H226 1.090, H229 1.090
166 C 10.44446 -4.44608 -2.63329  O149 1.360, H153 1.090, H177 1.090, H215 1.090
167 C 4.31085 11.16429 10.74664  C41 1.571, H121 1.090, O138 1.402, H182 1.090
168 C 1.24927 3.11092 3.56088  O74 1.379, H133 1.090, H134 1.090, H230 1.090
169 C -5.89700 -3.58266 -5.22221  H39 1.090, O77 1.386, H136 1.090, H158 1.090
170 C 3.52589 10.59505 12.82184  H19 1.090, H49 1.090, H54 1.090, O138 1.394
171 H -11.26142 -2.05336 -3.40367  C22 1.090
172 C 4.44465 -13.05232 -3.86612  H21 1.090, H70 1.090, H126 1.090, O206 1.459
173 H -12.24616 2.44379 5.68502  C86 1.090
174 O -4.68949 -9.02615 2.10368  C17 1.454, C163 1.436
175 O -5.57928 5.89533 -9.88240  C14 1.406, C227 1.442
176 H 2.77488 -0.58674 -0.07336  C193 1.090
177 H 9.54283 -5.03612 -2.46886  C166 1.090
178 C 7.42343 11.51412 7.12484  H12 1.090, H83 1.090, H99 1.090, O187 1.411
179 H 0.70884 13.58609 -1.58845  C111 1.090
180 H -0.97144 2.18747 3.06521  C20 1.090
181 C -8.98251 -0.28792 -5.17555  C72 1.517, O118 1.470, H200 1.090, H218 1.090
182 H 3.32969 11.58489 10.52637  C167 1.090
183 H 2.90150 -16.29385 -0.58835  C214 1.090
184 C -13.65033 1.87728 4.14499  C86 1.557, O108 1.407, H109 1.090, H157 1.090
185 H -1.36351 10.71078 0.04047  C115 1.090
186 H -1.10608 3.64052 2.07515  C20 1.090
187 O 6.83974 10.97334 8.29058  C87 1.394, C178 1.411
188 O -10.59871 -0.17724 -3.38149  C22 1.400, C72 1.443
189 H -6.65436 -14.45821 4.33187  C62 1.090
190 C 9.86202 -10.13232 1.65795  H1 1.090, H58 1.090, O106 1.356, H122 1.090
191 H -16.89939 2.49792 4.06536  C209 1.090
192 C -4.45568 -16.01843 2.83017  O10 1.397, H78 1.090, H82 1.090, H123 1.090
193 C 1.71834 -0.80115 0.08748  C28 1.511, H36 1.090, O38 1.457, H176 1.090
194 H -0.76945 14.49594 -0.37386  C63 1.090
195 H -4.32646 -7.53421 3.39324  C163 1.090
196 C 5.06332 -16.28960 -0.85993  H51 1.090, O64 1.388, H212 1.090, C214 1.535
197 C -0.81255 1.72401 1.02581  C20 1.541, H34 1.090, O217 1.407, H222 1.090
198 H -6.52926 0.67867 -5.50056  C79 1.090
199 H 6.81331 10.30165 10.87562  C33 1.090
200 H -8.63548 0.23930 -6.06420  C181 1.090
201 H 1.34091 -14.89815 -2.16614  C155 1.090
202 C -4.82772 -11.29931 2.98133  C17 1.515, H27 1.090, O90 1.471, H94 1.090
203 H 1.23214 12.26000 -0.57879  C111 1.090
204 O 3.36194 -15.34578 -2.39532  C155 1.434, C214 1.425
205 H 1.46994 -12.49081 -2.46996  C220 1.090
206 O 3.19342 -12.36630 -3.56059  C172 1.459, C220 1.445
207 C 11.73928 -7.57814 -0.23281  H16 1.090, O57 1.500, H102 1.090, C162 1.563
208 C -2.59822 11.22278 3.48317  O4 1.442, H88 1.090, H129 1.090, H141 1.090
209 C -16.09038 1.77038 3.99973  H11 1.090, O108 1.506, H191 1.090, C211 1.521
210 H -5.72448 6.28036 -7.74729  C227 1.090
211 C -16.52890 0.44802 4.61091  H137 1.090, H150 1.090, C209 1.521, O223 1.450
212 H 5.82338 -15.55229 -1.11835  C196 1.090
213 H 13.25885 4.20115 -4.20776  C113 1.090
214 C 3.67104 -15.66970 -1.04260  H24 1.090, H183 1.090, C196 1.535, O204 1.425
215 H 10.72477 -4.47173 -3.68631  C166 1.090
216 H -1.82491 15.07579 1.64345  C127 1.090
217 O -0.18305 0.47232 1.15028  C28 1.441, C197 1.407
218 H -9.11644 -1.36256 -5.29946  C181 1.090
219 H -11.64309 4.75731 2.30344  C44 1.090
220 C 2.43418 -12.99782 -2.50598  H8 1.090, C155 1.556, H205 1.090, O206 1.445
221 H -3.07045 -7.71297 2.22250  C163 1.090
222 H -1.88952 1.55970 1.06093  C197 1.090
223 O -15.56857 -0.60780 4.35440  C148 1.441, C211 1.450
224 H 11.48576 -9.77577 -0.30485  C162 1.090
225 H -1.18572 4.52457 -9.42037  C76 1.090
226 H 13.53175 -5.46215 0.00758  C165 1.090
227 C -5.24641 5.65348 -8.50000  H6 1.090, H48 1.090, O175 1.442, H210 1.090
228 C -2.34174 2.73558 -9.93063  H31 1.090, H71 1.090, C76 1.486, O143 1.456
229 H 12.55726 -4.79205 1.26261  C165 1.090
230 H 2.33663 3.06093 3.61776  C168 1.090

Multiplicity ... 1
SMILES string ... COCCOCCOC.COCCOCCOC.COCCOCCOC.COCCOCCOC.COCCOCCOC.COCCOCCOC.COCCOCCOC.COCCOCCOC.COCCOCCOC.COCCOCCOC
F_max ... 3.33 eV/A
HOMO energy ... -9.14 eV